--- w ---
Entry from the OMol25 dataset: C3H11N5 as an isolated structure (the ωB97M-V functional and the def2-TZVPD basis).

CARTESIAN COORDINATES (ANGSTROEM)
1 C 2.938 -0.102 0.430
2 C -0.363 -0.012 0.184
3 C -2.489 -1.513 -0.221
4 H 2.310 -0.530 1.631
5 H 3.984 -0.429 0.097
6 H 2.917 1.259 -0.042
7 H 2.235 -1.792 -0.368
8 H 0.730 -1.679 0.540
9 H -2.068 0.328 0.556
10 H -2.558 -2.594 0.441
11 H -3.643 -1.033 -0.227
12 H -2.059 -1.434 -1.165
13 H -0.905 2.726 -0.995
14 H -1.151 2.933 0.551
15 N 1.986 -0.484 -0.731
16 N 0.665 -0.855 -0.121
17 N -1.559 -0.478 0.501
18 N 0.017 1.327 -0.019
19 N -1.154 2.206 -0.112

total charge = 0
LUMO energy = 0.01483 Eh
2S+1 = 1
M = 117.16 Da

---

--- x ---
Entry from the OMol25 dataset: a 3-piece molecular cluster, C3H11N5 overall (the ωB97M-V functional and the def2-TZVPD basis).

CARTESIAN COORDINATES (ANGSTROEM)
1 H 2.423 0.932 -1.727
2 N 1.450 1.212 -1.693
3 C 0.903 1.031 -0.560
4 N -0.372 1.540 -0.317
5 H 1.404 0.721 0.366
6 H -0.552 2.003 0.557
7 H -0.803 1.955 -1.130
8 N -1.650 -0.912 1.343
9 C -1.867 0.186 1.604
10 N -2.226 1.398 2.021
11 H -3.207 1.499 2.256
12 H -1.589 1.848 2.664
13 C 1.372 -2.188 -0.700
14 N 0.279 -1.246 -0.829
15 H 1.076 -3.239 -0.833
16 H 1.811 -2.080 0.292
17 H 2.133 -1.948 -1.444
18 H -0.142 -1.304 -1.749
19 H -0.443 -1.408 -0.121

total charge = 0
LUMO energy = 0.01091 Eh
SMILES string = [H]/N=C/N.N#CN.CN
2S+1 = 1
M = 117.16 Da

---

Result of the stability comparison: x is the most stable of them.

---

--- w ---
Entry from the OMol25 dataset: an isolated molecule of C4H2 (the ωB97M-V functional and the def2-TZVPD basis).

CARTESIAN COORDINATES (ANGSTROEM)
1 C -1.543 0.845 -0.661
2 C -0.490 0.369 -0.272
3 C 0.593 -0.273 0.176
4 C 1.489 -0.877 0.709
5 H -2.505 1.128 -0.930
6 H 2.456 -1.191 0.979

total charge = 0
LUMO energy = 0.02996 Eh
SMILES string = C#CC#C
2S+1 = 1
M = 50.06 Da

---

--- x ---
Entry from the OMol25 dataset: an isolated molecule of C4H2 (the ωB97M-V functional and the def2-TZVPD basis).

CARTESIAN COORDINATES (ANGSTROEM)
1 C -1.519 0.280 1.080
2 C -0.655 0.155 0.250
3 C 0.450 -0.044 -0.557
4 C 1.492 -0.266 -1.120
5 H -2.217 0.368 1.882
6 H 2.449 -0.492 -1.535

total charge = 0
LUMO energy = 0.04061 Eh
SMILES string = C#CC#C
2S+1 = 1
M = 50.06 Da

---

Result of the stability comparison: x is the most stable of them.

---

--- w ---
Entry from the OMol25 dataset: a 2-piece molecular cluster, CH3NO3S overall (the ωB97M-V functional and the def2-TZVPD basis).

CARTESIAN COORDINATES (ANGSTROEM)
1 C 0.289 0.285 0.279
2 N -3.402 -1.348 0.454
3 O -4.407 -2.008 0.922
4 O 2.912 0.452 -0.585
5 O 1.950 2.164 1.080
6 S 1.791 1.364 -0.214
7 H -0.544 0.902 0.154
8 H 0.167 0.193 1.347
9 H 0.366 -0.635 -0.283

total charge = -2
LUMO energy (spin up / spin down) = 0.22718 / 0.22712 Eh
2S+1 = 1
M = 109.11 Da

---

--- x ---
Entry from the OMol25 dataset: a 2-piece molecular cluster, CH3NO3S overall (the ωB97M-V functional and the def2-TZVPD basis).

CARTESIAN COORDINATES (ANGSTROEM)
1 C 0.659 -0.097 -0.213
2 N -0.409 1.692 2.914
3 O -0.303 2.247 4.111
4 O -0.408 -0.178 -2.551
5 O 1.784 -1.311 -2.514
6 S 0.998 -0.073 -2.103
7 H 1.590 0.138 0.156
8 H 0.025 -0.947 0.166
9 H -0.031 0.712 -0.307

total charge = -2
LUMO energy (spin up / spin down) = 0.22840 / 0.22837 Eh
2S+1 = 1
M = 109.11 Da

---

Result of the stability comparison: w is the most stable of them.

---

--- w ---
Entry from the OMol25 dataset: an isolated ion of composition C4H11NO and charge +1 (the ωB97M-V functional and the def2-TZVPD basis).

CARTESIAN COORDINATES (ANGSTROEM)
1 C 1.294 -1.192 -0.161
2 C 0.754 0.203 0.490
3 C 1.120 1.317 -0.378
4 N -0.655 0.185 0.752
5 C -1.597 -0.460 -0.172
6 O -2.970 -0.045 0.000
7 H 0.643 -1.271 -1.081
8 H 1.226 -2.100 0.467
9 H 2.273 -1.061 -0.557
10 H 1.143 0.330 1.472
11 H 0.368 2.090 -0.474
12 H 1.299 0.976 -1.380
13 H 1.918 1.836 -0.039
14 H -1.064 0.185 1.688
15 H -1.501 -1.486 -0.099
16 H -1.282 -0.131 -1.223
17 H -2.970 0.624 0.692

total charge = +1
LUMO energy (spin up / spin down) = -0.12444 / -0.30115 Eh
2S+1 = 2
M = 89.14 Da

---

--- x ---
Entry from the OMol25 dataset: a 2-piece molecular cluster, C4H11NO overall (the ωB97M-V functional and the def2-TZVPD basis).

CARTESIAN COORDINATES (ANGSTROEM)
1 C 0.011 0.845 1.650
2 C -0.092 0.969 0.144
3 C 0.832 0.450 -0.641
4 N 1.596 -0.696 -0.451
5 C -1.349 1.634 -0.423
6 H -0.716 0.063 1.978
7 H 0.969 0.590 1.910
8 H -0.363 1.841 2.095
9 H 1.299 1.089 -1.387
10 H 2.444 -0.496 -1.113
11 H 2.131 -0.553 0.511
12 H -1.812 2.417 0.202
13 H -0.983 2.190 -1.382
14 H -2.313 0.939 -0.609
15 H -0.882 -1.837 0.003
16 H -0.877 -3.239 0.398
17 O -0.810 -2.689 -0.477

total charge = +1
LUMO energy (spin up / spin down) = -0.17786 / -0.27617 Eh
2S+1 = 2
M = 89.14 Da

---

Result of the stability comparison: w is the most stable of them.

---

--- w ---
Entry from the OMol25 dataset: an isolated ion of composition C8H11N2 and charge +1 (the ωB97M-V functional and the def2-TZVPD basis).

CARTESIAN COORDINATES (ANGSTROEM)
1 N 0.187 2.616 2.535
2 C 1.473 2.248 1.972
3 C 0.739 1.836 0.751
4 C 0.386 0.537 0.442
5 C -0.249 0.192 -0.743
6 N -0.495 -1.041 -1.168
7 C -1.045 -1.343 -2.415
8 C -1.167 -2.681 -2.525
9 C -0.677 -3.257 -1.298
10 C -0.277 -2.244 -0.500
11 H -0.212 2.007 3.232
12 H -0.031 3.594 2.640
13 H 1.972 1.442 2.508
14 H 2.147 3.092 1.842
15 H 0.438 2.634 0.088
16 H 0.693 -0.246 1.121
17 H -0.530 0.983 -1.431
18 H -1.294 -0.565 -3.109
19 H -1.554 -3.227 -3.361
20 H -0.641 -4.303 -1.069
21 H 0.138 -2.273 0.487

total charge = +1
LUMO energy = -0.18013 Eh
SMILES string = NC/C=C/C=[N+]1C=CC=C1
2S+1 = 1
M = 135.19 Da

---

--- x ---
Entry from the OMol25 dataset: an isolated ion of composition C8H11N2 and charge +1 (the ωB97M-V functional and the def2-TZVPD basis).

CARTESIAN COORDINATES (ANGSTROEM)
1 C 1.004 -1.710 0.898
2 C 0.188 -0.679 0.738
3 C -1.192 -0.489 1.099
4 C -1.865 -0.949 2.313
5 C -2.015 0.305 0.325
6 C -1.564 1.172 -0.693
7 N -0.316 1.326 -1.058
8 C 0.616 0.539 -0.618
9 N 1.835 0.418 -1.145
10 C 2.300 1.147 -2.372
11 H 2.039 -1.593 0.565
12 H 0.642 -2.711 1.456
13 H -2.781 -1.406 2.096
14 H -1.964 0.013 2.913
15 H -1.312 -1.670 2.886
16 H -3.015 0.507 0.681
17 H -2.292 1.938 -0.993
18 H 2.590 -0.120 -0.817
19 H 2.663 0.368 -3.052
20 H 2.950 1.929 -2.245
21 H 1.487 1.667 -2.975

total charge = +1
LUMO energy = -0.20594 Eh
SMILES string = C=C1C(C)=CC=N/C1=[NH+]\C
2S+1 = 1
M = 135.19 Da

---

--- y ---
Entry from the OMol25 dataset: C8H11N2 as an isolated structure (the ωB97M-V functional and the def2-TZVPD basis).

CARTESIAN COORDINATES (ANGSTROEM)
1 C -0.246 1.851 0.101
2 C 1.301 1.593 0.001
3 C -0.430 0.784 -1.073
4 C -0.377 0.671 1.028
5 C 1.090 0.529 -1.090
6 C 1.151 0.475 1.074
7 C -0.759 -0.310 -0.068
8 C 1.187 -0.649 -0.067
9 N -2.067 -1.014 -0.003
10 N 1.793 -1.871 0.024
11 H -0.732 2.841 0.133
12 H 2.166 2.272 -0.053
13 H -0.798 0.920 -2.019
14 H -1.003 0.722 2.061
15 H 1.705 0.486 -2.005
16 H 1.547 0.486 2.003
17 H -2.642 -0.940 -0.913
18 H -1.614 -2.025 0.218
19 H 2.049 -2.119 0.972
20 H 2.651 -2.101 -0.544
21 H -2.546 -0.785 0.848

total charge = +1
LUMO energy = -0.12431 Eh
2S+1 = 1
M = 135.19 Da

---

--- z ---
Entry from the OMol25 dataset: an isolated ion of composition C8H11N2 and charge +1 (the ωB97M-V functional and the def2-TZVPD basis).

CARTESIAN COORDINATES (ANGSTROEM)
1 C 1.066 -1.202 3.032
2 N 0.793 -1.712 2.027
3 C 0.029 -1.792 0.738
4 N -1.322 -1.772 1.054
5 C -1.830 -0.653 1.291
6 C -1.207 0.589 1.101
7 C -0.231 0.677 0.175
8 C 0.251 1.949 -0.420
9 C 0.494 -0.578 -0.260
10 C 0.125 -0.796 -1.800
11 H 1.329 -0.964 4.044
12 H 0.214 -2.765 0.383
13 H -2.772 -0.665 1.745
14 H -1.823 1.466 1.447
15 H 0.970 2.468 0.182
16 H -0.590 2.573 -0.611
17 H 0.808 1.924 -1.342
18 H 1.667 -0.464 -0.130
19 H 0.300 0.184 -2.282
20 H -0.950 -1.094 -1.928
21 H 0.862 -1.528 -2.097

total charge = +1
LUMO energy = -0.18036 Eh
SMILES string = C#[N+][C@H]1N=CC=C(C)[C@@H]1C
2S+1 = 1
M = 135.19 Da

---

Result of the stability comparison: w is the most stable of them.

---

--- w ---
Entry from the OMol25 dataset: C3H2N2O2S as an isolated structure (the ωB97M-V functional and the def2-TZVPD basis).

CARTESIAN COORDINATES (ANGSTROEM)
1 C -0.937 -0.065 -0.454
2 C 0.144 -0.077 -1.532
3 C 1.179 0.174 0.317
4 H -1.429 -0.557 2.167
5 H 0.098 -0.170 -2.705
6 N -0.112 -0.122 0.681
7 N 1.349 0.026 -1.018
8 O -0.722 0.387 1.783
9 O -2.117 -0.059 -0.426
10 S 2.548 0.463 1.187

total charge = 0
LUMO energy = -0.07226 Eh
2S+1 = 1
M = 130.13 Da

---

--- x ---
Entry from the OMol25 dataset: a 2-piece molecular cluster, C3H2N2O2S overall (the ωB97M-V functional and the def2-TZVPD basis).

CARTESIAN COORDINATES (ANGSTROEM)
1 C -0.017 -0.892 0.047
2 C 0.640 -0.521 1.321
3 C 0.350 1.297 0.274
4 H -2.055 -0.622 -2.131
5 H 0.922 -1.422 1.877
6 N -0.428 0.296 -0.377
7 N 0.803 0.737 1.551
8 O -0.523 0.389 -1.792
9 O -0.318 -1.982 -0.535
10 S 0.626 2.719 -0.236

total charge = 0
LUMO energy = -0.10206 Eh
2S+1 = 1
M = 130.13 Da

---

Result of the stability comparison: w is the most stable of them.

---

--- w ---
Entry from the OMol25 dataset: an isolated molecule of C3H7NS2 (the ωB97M-V functional and the def2-TZVPD basis).

CARTESIAN COORDINATES (ANGSTROEM)
1 C -0.435 0.694 -1.113
2 C -1.126 -0.567 -0.861
3 C 0.913 0.999 -0.336
4 N 0.428 -0.768 1.539
5 S 1.663 -0.348 0.559
6 S 0.343 -2.039 2.548
7 H -0.056 0.775 -2.152
8 H -1.152 1.456 -1.011
9 H -2.170 -0.491 -0.797
10 H -0.753 -1.552 -1.081
11 H 1.518 1.251 -1.190
12 H 0.762 1.928 0.238
13 H 0.065 -1.336 3.658

total charge = 0
LUMO energy (spin up / spin down) = 0.01672 / -0.01800 Eh
2S+1 = 1
M = 121.23 Da

---

--- x ---
Entry from the OMol25 dataset: an isolated molecule of C3H7NS2 (the ωB97M-V functional and the def2-TZVPD basis).

CARTESIAN COORDINATES (ANGSTROEM)
1 C 0.760 -0.812 0.886
2 C 0.286 -0.266 -0.418
3 N 1.349 0.593 -0.891
4 C -1.107 0.501 -0.239
5 S -1.174 2.132 0.183
6 S -2.373 -0.661 -0.323
7 H 1.775 -1.197 0.862
8 H 0.055 -1.617 1.215
9 H 0.876 -0.012 1.630
10 H 0.119 -1.046 -1.121
11 H 1.380 0.930 -1.852
12 H 1.369 1.406 -0.202
13 H -3.316 0.048 0.271

total charge = 0
LUMO energy = -0.01400 Eh
SMILES string = C[C@H](N)C(=S)S
2S+1 = 1
M = 121.23 Da

---

--- y ---
Entry from the OMol25 dataset: an isolated molecule of C3H7NS2 (the ωB97M-V functional and the def2-TZVPD basis).

CARTESIAN COORDINATES (ANGSTROEM)
1 C -1.071 1.290 -0.344
2 C -0.299 0.442 0.682
3 C -0.214 -0.961 0.274
4 S -1.565 -1.857 0.005
5 N 1.028 -1.478 0.017
6 S 2.599 -0.746 0.053
7 H -1.166 0.708 -1.296
8 H -2.071 1.399 -0.022
9 H -0.519 2.242 -0.373
10 H -0.818 0.435 1.640
11 H 0.750 0.796 0.890
12 H 0.876 -2.365 -0.455
13 H 2.471 0.095 -1.070

total charge = 0
LUMO energy = 0.01259 Eh
SMILES string = CCC(=S)NS
2S+1 = 1
M = 121.23 Da

---

Result of the stability comparison: x is the most stable of them.

---

--- w ---
Entry from the OMol25 dataset: C20H29BBrCoF2NO10P2S2 as an isolated structure (the ωB97M-V functional and the def2-TZVPD basis).

CARTESIAN COORDINATES (ANGSTROEM)
1 Co 1.582 -0.927 -0.869
2 C 1.684 3.714 1.923
3 C 1.872 3.049 0.585
4 C 2.030 3.802 -0.583
5 C 2.207 3.128 -1.788
6 C 2.158 1.755 -1.783
7 Br 2.477 0.802 -3.395
8 N 1.947 1.007 -0.695
9 C 1.861 1.678 0.480
10 H 2.338 4.582 2.024
11 H 1.895 3.021 2.738
12 H 0.650 4.051 2.030
13 H 2.046 4.885 -0.547
14 H 2.388 3.660 -2.711
15 H 1.774 1.046 1.357
16 O 5.962 -2.735 3.172
17 C 5.139 -2.386 2.333
18 C 3.617 -2.444 2.536
19 O 3.056 -2.895 3.519
20 C 3.020 -1.883 1.326
21 C 4.069 -1.554 0.397
22 O 3.817 -1.117 -0.752
23 C 5.403 -1.857 0.986
24 O 6.502 -1.701 0.431
25 O 1.781 -1.703 1.031
26 C -4.451 2.356 3.133
27 C -3.089 1.709 3.345
28 C -1.957 2.651 2.974
29 O -3.036 0.425 2.706
30 P -2.889 -0.077 1.189
31 S -3.433 -1.940 1.163
32 S -1.034 0.579 0.588
33 O -3.962 0.933 0.503
34 C -4.357 1.098 -0.873
35 C -3.441 2.105 -1.553
36 C -4.466 -0.189 -1.673
37 H -4.551 3.226 3.787
38 H -5.246 1.644 3.361
39 H -4.559 2.671 2.096
40 H -2.991 1.448 4.400
41 H -2.064 2.997 1.944
42 H -0.992 2.151 3.058
43 H -1.976 3.511 3.650
44 H -5.357 1.533 -0.790
45 H -2.444 1.688 -1.694
46 H -3.356 3.012 -0.950
47 H -3.854 2.370 -2.531
48 H -3.485 -0.636 -1.832
49 H -4.912 0.041 -2.645
50 H -5.087 -0.916 -1.153
51 F -0.517 0.578 -2.119
52 B -0.404 -0.389 -1.077
53 F -1.328 -1.419 -1.347
54 C -0.312 -3.841 0.114
55 O 0.619 -4.073 -0.957
56 P 1.170 -2.885 -1.876
57 O 2.385 -3.698 -2.582
58 C 3.601 -3.962 -1.867
59 O 0.145 -3.007 -3.123
60 C 0.082 -1.978 -4.101
61 H -0.302 -4.737 0.733
62 H -1.312 -3.673 -0.280
63 H -0.013 -2.987 0.719
64 H 4.123 -4.741 -2.420
65 H 3.392 -4.321 -0.857
66 H 4.224 -3.073 -1.810
67 H -0.750 -2.223 -4.760
68 H 1.006 -1.936 -4.688
69 H -0.096 -1.003 -3.646

total charge = -2
LUMO energy (spin up / spin down) = 0.15764 / 0.15687 Eh
2S+1 = 4
M = 757.18 Da

---

--- x ---
Entry from the OMol25 dataset: C20H29BBrCoF2NO10P2S2 as an isolated structure (the ωB97M-V functional and the def2-TZVPD basis).

CARTESIAN COORDINATES (ANGSTROEM)
1 Co 0.327 -0.092 0.122
2 C -2.359 3.632 -2.445
3 C -1.085 2.846 -2.501
4 C -0.351 2.675 -3.676
5 C 0.806 1.911 -3.657
6 C 1.170 1.302 -2.467
7 Br 2.708 0.210 -2.449
8 N 0.480 1.423 -1.347
9 C -0.600 2.226 -1.366
10 H -2.353 4.445 -3.169
11 H -2.513 4.050 -1.454
12 H -3.214 2.993 -2.664
13 H -0.678 3.140 -4.597
14 H 1.414 1.768 -4.536
15 H -1.099 2.356 -0.413
16 O -5.014 -2.259 2.705
17 C -3.922 -1.727 2.428
18 C -3.778 -0.227 2.052
19 O -4.687 0.600 1.942
20 C -2.393 -0.019 1.815
21 C -1.671 -1.195 1.906
22 O -0.452 -1.344 1.621
23 C -2.601 -2.302 2.346
24 O -2.222 -3.479 2.547
25 O -1.855 1.183 1.288
26 C 2.462 0.318 6.000
27 C 2.244 1.300 4.858
28 C 0.887 1.128 4.200
29 O 3.353 1.236 3.960
30 P 3.498 0.271 2.683
31 S 5.404 0.142 2.229
32 S 2.273 0.918 1.244
33 O 2.937 -1.080 3.347
34 C 2.887 -2.389 2.791
35 C 1.592 -3.006 3.290
36 C 3.000 -2.411 1.281
37 H 1.738 0.505 6.792
38 H 3.467 0.429 6.403
39 H 2.342 -0.702 5.644
40 H 2.309 2.323 5.256
41 H 0.776 0.143 3.751
42 H 0.739 1.868 3.415
43 H 0.115 1.255 4.958
44 H 3.746 -2.918 3.228
45 H 0.726 -2.470 2.897
46 H 1.550 -2.979 4.376
47 H 1.528 -4.045 2.971
48 H 2.219 -1.796 0.836
49 H 2.873 -3.439 0.941
50 H 3.966 -2.032 0.945
51 F -2.382 2.411 3.235
52 B -2.022 2.318 1.968
53 F -1.747 3.466 1.343
54 C -0.750 -2.298 -3.876
55 O -0.317 -1.366 -2.903
56 P -0.495 -1.649 -1.306
57 O -2.106 -1.860 -1.177
58 C -2.925 -0.706 -1.236
59 O -0.094 -3.196 -1.273
60 C 0.084 -3.882 -0.029
61 H -0.433 -3.309 -3.618
62 H -0.301 -2.003 -4.825
63 H -1.839 -2.281 -3.968
64 H -3.903 -0.984 -0.847
65 H -3.014 -0.357 -2.268
66 H -2.526 0.099 -0.616
67 H -0.843 -3.907 0.548
68 H 0.845 -3.383 0.565
69 H 0.407 -4.887 -0.295

total charge = -2
LUMO energy (spin up / spin down) = 0.14183 / 0.14183 Eh
2S+1 = 4
M = 757.18 Da

---

Result of the stability comparison: x is the most stable of them.